a) {
  "formula": "C28H84O14",
  "method": "wB97M-V/def2-TZVPD",
  "species": ["C", "C", "H", "H", "H", "H", "H", "H", "H", "H", "H", "H", "C", "H", "H", "O", "O", "H", "C", "H", "O", "O", "O", "C", "H", "H", "C", "H", "H", "H", "H", "H", "H", "H", "C", "H", "H", "H", "H", "H", "H", "O", "H", "H", "H", "H", "O", "C", "H", "H", "C", "C", "H", "H", "C", "H", "H", "C", "H", "H", "H", "O", "O", "C", "H", "H", "H", "H", "H", "H", "H", "H", "H", "H", "H", "C", "O", "H", "H", "H", "H", "H", "H", "C", "C", "H", "C", "C", "H", "H", "C", "H", "C", "C", "C", "H", "H", "H", "H", "C", "H", "H", "H", "H", "H", "C", "H", "C", "H", "H", "H", "H", "O", "H", "C", "H", "O", "C", "H", "C", "H", "H", "H", "O", "O", "H"],
  "coordinates": [[-0.240, 5.756, -4.125], [4.610, -0.306, 7.039], [0.166, 5.111, 5.525], [-6.934, 3.141, 0.073], [-5.527, 2.563, -8.802], [4.394, -1.253, 6.543], [6.782, 0.788, 9.102], [0.574, 1.742, -7.667], [-1.377, -6.393, -4.040], [-5.340, -4.520, -2.150], [5.675, -1.088, 8.679], [4.990, 2.990, -0.598], [0.207, -0.132, -6.676], [-7.275, 3.352, -7.491], [0.443, 6.097, -4.902], [1.341, -6.402, -4.791], [7.787, -1.115, -5.338], [-1.167, -5.138, 6.011], [0.124, 6.010, 4.909], [7.998, -6.869, 2.444], [3.825, 3.113, 1.141], [-0.120, -5.410, 4.319], [-0.893, 7.982, -3.669], [-6.275, 3.161, -7.101], [-0.613, -1.991, 0.182], [-2.100, 0.002, 0.942], [-0.203, -0.981, 0.157], [-6.515, -2.489, -4.146], [5.895, -0.410, -4.971], [-0.847, 0.076, -6.490], [-1.939, 5.815, 4.375], [-0.696, -7.904, -4.423], [-1.140, 1.058, 0.024], [0.652, -7.458, 5.608], [-0.677, -7.132, -3.653], [0.272, 4.909, -3.669], [-6.703, 3.341, -4.965], [-0.248, -1.753, -7.497], [-4.754, -2.648, -3.654], [-7.654, 5.401, 2.666], [5.976, -1.626, -6.246], [-4.123, 1.725, 7.775], [0.478, -4.839, 6.175], [-8.025, 5.507, -0.116], [5.741, -6.566, 0.682], [1.696, 0.506, -8.181], [-6.436, -2.782, -1.493], [-0.185, -6.953, 6.090], [6.733, -0.755, 7.305], [-6.505, 5.560, 0.651], [6.409, -1.316, -5.295], [-0.988, 5.965, 3.865], [6.327, -2.245, -3.214], [-2.484, 1.673, 5.728], [0.760, -6.655, -3.513], [8.123, -1.744, -5.980], [4.917, 4.535, 0.202], [-2.351, 0.848, 6.427], [0.744, -5.740, -2.921], [-0.058, -4.476, 4.108], [0.296, 6.996, -2.325], [6.114, 0.910, 8.423], [0.541, -0.770, 1.341], [6.506, -6.175, 1.353], [-1.321, 0.499, 6.349], [0.975, 0.079, 1.228], [2.009, 5.822, 4.919], [4.973, -2.403, -4.111], [-7.047, 3.293, 1.841], [0.037, -6.954, 7.157], [-8.488, 3.272, 0.895], [0.557, -0.895, -0.620], [-4.437, 1.841, 8.675], [3.686, -0.046, 7.556], [-3.040, 0.050, 6.149], [5.875, -5.244, 2.394], [0.439, -1.523, -6.867], [-0.002, 0.469, -8.707], [-1.020, -7.663, -2.765], [-1.336, 6.470, -2.420], [0.956, -5.547, -4.996], [0.020, 6.830, 5.619], [5.690, -4.264, 1.953], [-0.206, -5.522, 5.672], [-5.737, -3.116, -3.710], [7.172, 3.373, 0.686], [-6.137, -3.821, -2.401], [-2.804, 1.371, 7.795], [-5.763, 4.116, -7.219], [6.206, 3.858, 2.102], [-7.460, 3.632, 0.891], [6.559, -5.013, 3.210], [0.665, 0.675, -7.870], [5.880, -0.384, 7.872], [6.235, 3.217, 1.221], [3.626, 3.890, 1.669], [6.374, -3.378, -4.623], [-1.120, -7.454, 5.835], [4.696, 0.406, 6.218], [6.053, -2.403, -4.258], [0.779, 0.202, -5.811], [-1.191, 5.495, -4.590], [-2.118, 2.146, 8.136], [7.097, -5.503, 0.730], [-5.700, -3.852, -4.513], [-7.509, 5.157, 0.778], [1.379, -7.432, -3.065], [-1.390, 0.001, 0.116], [-7.280, -2.382, -1.714], [-6.973, 1.784, -5.700], [-7.018, -4.428, -2.608], [-5.358, 2.280, -5.365], [-8.148, 5.696, 1.897], [4.934, -5.594, 2.818], [-0.512, 6.830, -3.037], [6.319, 2.193, 1.585], [1.355, 5.984, 4.235], [4.985, 3.463, 0.384], [-1.822, 7.905, -3.902], [-6.317, 2.655, -5.720], [-1.072, 6.898, 3.309], [-0.861, 5.137, 3.167], [-2.725, 0.545, 8.502], [7.266, -7.256, 1.959], [-5.593, 2.165, -7.932], [-1.995, -0.225, -0.763]]
}



b) {
  "formula": "C28H84O14",
  "method": "wB97M-V/def2-TZVPD",
  "species": ["C", "C", "C", "H", "C", "H", "C", "H", "H", "H", "H", "C", "C", "H", "H", "C", "H", "H", "H", "C", "C", "H", "H", "H", "H", "H", "O", "H", "H", "H", "H", "H", "H", "C", "H", "H", "H", "C", "H", "H", "H", "C", "O", "C", "H", "C", "H", "H", "H", "H", "H", "O", "H", "C", "O", "H", "H", "H", "H", "H", "H", "H", "C", "C", "H", "H", "O", "H", "O", "H", "C", "C", "C", "H", "H", "H", "H", "H", "O", "O", "H", "H", "H", "H", "H", "H", "C", "H", "C", "H", "H", "H", "H", "O", "O", "H", "H", "H", "H", "O", "H", "H", "O", "O", "C", "C", "H", "H", "C", "H", "H", "H", "H", "O", "H", "C", "H", "H", "H", "H", "H", "C", "H", "H", "H", "H"],
  "coordinates": [[-1.629, 3.598, -0.982], [1.484, 3.364, 3.058], [3.507, 3.094, -3.950], [-2.200, 1.425, 2.620], [2.095, -3.102, -0.549], [1.660, 0.346, -1.743], [2.880, 2.779, 3.265], [3.228, -1.377, -7.190], [-0.001, 0.896, 6.524], [1.280, 4.035, 3.896], [-0.453, -6.438, -1.752], [1.974, -1.324, 3.057], [-3.794, -1.407, 3.249], [1.216, -2.260, -4.374], [-1.804, 2.272, 7.384], [-1.788, 0.741, -3.467], [-1.482, -0.308, -3.480], [-0.248, -0.018, 4.411], [2.889, -2.670, 0.065], [-0.804, 1.190, 5.827], [-2.429, -2.976, -3.649], [1.419, 3.915, 2.118], [0.999, 1.194, 0.444], [-1.546, 1.167, -2.499], [-5.307, 0.876, 2.841], [-4.985, -0.932, 4.935], [0.131, 5.191, -0.721], [-0.672, -1.355, 0.229], [-2.374, -4.013, -3.988], [4.909, 2.033, 0.758], [-1.946, -2.287, -4.337], [3.637, 3.561, 3.354], [3.930, 3.945, -4.492], [4.413, 0.448, -0.645], [-3.809, 3.246, 3.361], [2.668, 0.114, -5.678], [-1.390, 0.174, -0.082], [-0.558, -0.290, 0.463], [-4.297, 2.038, 0.834], [-2.471, 0.666, 7.118], [3.398, 2.298, -0.121], [-2.051, 1.538, 6.617], [4.441, 1.998, -3.886], [1.248, -1.217, -4.678], [-3.973, -0.557, -2.950], [-3.210, 0.962, -3.900], [-2.156, -5.071, 1.701], [4.070, -0.219, 0.149], [-0.756, -0.161, 1.525], [-1.347, -7.006, 0.302], [0.689, -2.676, 4.174], [1.616, -4.228, 0.204], [1.613, -3.379, 2.827], [-1.725, -2.863, -2.290], [0.732, 0.329, -1.442], [-1.203, 3.043, -1.810], [0.123, 3.363, 0.260], [-4.239, -3.198, -2.958], [-1.330, -3.968, 0.609], [1.910, -3.871, -2.561], [-0.457, 2.077, 5.269], [-2.245, 4.409, -1.374], [-1.404, -5.985, -0.095], [4.412, 1.901, -0.206], [-3.597, 4.046, 1.827], [0.399, -0.995, -5.328], [-1.091, 0.161, 4.882], [-0.692, -3.207, -2.370], [-5.651, 0.147, 3.387], [-1.103, 1.163, -4.219], [-0.588, 4.139, -0.044], [-4.536, -0.398, 4.090], [2.520, -0.940, -5.424], [3.287, 3.472, -2.944], [-3.874, 0.359, 4.517], [3.391, -1.286, -4.852], [3.436, -4.313, -1.793], [-2.361, -5.912, -0.629], [2.845, 1.942, 4.432], [2.474, -1.673, -6.673], [1.286, -2.390, -0.741], [-1.072, 4.554, 0.848], [3.142, 2.136, 2.423], [1.966, 0.511, 3.653], [-3.408, 2.028, -4.027], [2.929, 2.484, 5.221], [-1.313, -4.982, 1.016], [-1.840, -1.862, -1.884], [0.767, 0.221, -0.031], [1.788, 1.805, -4.057], [4.949, 2.493, -0.952], [-4.467, -2.197, 2.910], [2.813, -1.469, 3.752], [-4.515, 2.179, 1.763], [1.260, -0.130, 3.456], [2.421, -1.230, 2.062], [0.835, 5.480, -0.131], [-3.339, -0.937, 2.370], [1.198, -0.554, -3.814], [-4.162, 0.386, -3.021], [0.731, 2.576, 3.051], [-1.824, 2.342, 1.225], [-0.338, -5.785, -1.057], [-3.807, -2.565, -3.542], [1.043, -2.507, 3.156], [-3.546, 3.067, 2.317], [3.913, 0.847, -2.478], [-1.425, 2.946, 2.895], [-2.167, 2.461, 2.260], [0.145, -2.393, 2.549], [-2.301, 2.929, -0.437], [-2.790, 1.933, 5.917], [1.555, -0.434, 0.356], [3.590, 0.244, -1.777], [5.431, 0.120, -0.887], [2.691, -3.522, -1.873], [5.264, 2.262, -4.302], [0.957, -4.700, -0.345], [2.351, 2.417, -5.649], [3.157, -2.682, -2.401], [-3.354, 0.544, -4.911], [2.204, 2.656, -4.596], [-2.196, -3.549, -1.576], [1.510, 3.494, -4.546], [-0.391, -5.109, 1.579], [-2.982, -1.900, 3.794]]
}



Computed relative energies in units of kcal/mol: a) 100.6; b) 0.0



a) {
  "formula": "C3H10NO3S",
  "method": "wB97M-V/def2-TZVPD",
  "species": ["N", "O", "O", "H", "H", "H", "C", "H", "H", "O", "H", "H", "H", "H", "C", "H", "C", "S"],
  "coordinates": [[0.179, 2.360, -1.379], [1.965, 1.231, -2.103], [1.268, -0.001, 2.843], [-0.792, 2.536, -1.175], [0.555, -0.365, 0.295], [0.543, -0.798, -2.343], [0.773, 1.226, -1.793], [-0.369, -1.592, -0.415], [1.059, -0.599, 2.124], [-0.949, -2.700, 1.811], [-1.007, 0.119, -2.293], [0.383, 0.121, 3.231], [-1.649, -2.264, 1.308], [0.799, 3.083, -1.058], [-0.282, -0.504, -0.375], [-0.771, -2.100, 2.546], [-0.037, -0.043, -1.815], [-1.668, 0.289, 0.592]],
  "charge": -1
}



b) {
  "formula": "C3H10NO3S",
  "method": "wB97M-V/def2-TZVPD",
  "species": ["H", "C", "H", "H", "O", "H", "H", "C", "S", "H", "H", "O", "N", "C", "H", "O", "H", "H"],
  "coordinates": [[-1.572, -0.115, 0.019], [-1.644, 1.301, 1.483], [0.685, -2.132, 0.796], [-1.057, 2.075, 1.982], [0.129, -2.013, 1.589], [-0.774, -2.048, 1.273], [0.831, 1.478, 0.731], [0.310, 0.778, 0.077], [1.649, 0.649, -2.448], [0.360, 2.397, -1.392], [0.880, -0.137, 0.131], [-2.827, 1.181, 1.794], [-1.039, 0.524, 0.585], [0.319, 1.306, -1.364], [-0.613, 0.964, -1.812], [1.226, -2.276, -0.860], [0.966, -1.868, -1.709], [2.172, -2.063, -0.875]],
  "charge": -1
}



Computed relative energies in units of kcal/mol: a) 0.0; b) 8.1



a) {
  "formula": "C3H4O5",
  "method": "wB97M-V/def2-TZVPD",
  "species": ["H", "O", "C", "C", "H", "H", "O", "O", "O", "C", "O", "H"],
  "coordinates": [[2.525, -0.411, -1.213], [1.697, -0.701, -0.775], [1.272, 0.360, -0.010], [-1.275, 0.285, -0.032], [-2.366, -0.578, -1.391], [-0.025, 0.611, 1.635], [-1.526, -0.764, -0.889], [-2.027, 1.256, 0.099], [0.063, -1.403, 1.109], [0.022, -0.047, 0.738], [1.762, 1.445, 0.018], [-0.011, -1.874, 0.293]]
}



b) {
  "formula": "C3H4O5",
  "method": "wB97M-V/def2-TZVPD",
  "species": ["O", "C", "O", "H", "O", "C", "H", "H", "C", "H", "O", "O"],
  "coordinates": [[-0.108, -1.656, 0.102], [-1.286, 0.382, -0.119], [1.435, 1.497, 0.141], [-1.129, -1.574, -0.088], [-2.246, -0.393, -0.378], [1.279, 0.334, 0.019], [1.658, -1.301, -0.603], [0.094, -0.355, 1.518], [-0.036, -0.319, 0.432], [-0.400, 2.101, -0.092], [2.062, -0.395, -0.676], [-1.324, 1.678, -0.257]]
}



Computed relative energies in units of kcal/mol: a) 0.0; b) 7.5